Record 1
Below is a structure of composition C37H42Cl3N7O5SSeY, with properties calculated with ωB97M-V/def2-TZVPD.

Structure (XYZ):
```
97
Properties=species:S:1:pos:R:3
Y -2.47454 -0.07666 -1.96248
N -0.21866 -1.07830 -1.77408
C 0.24035 -1.61145 -3.06713
C -0.92744 -2.18876 -3.87976
O -0.69963 -3.10681 -4.67549
N -2.09300 -1.60427 -3.61890
C -3.23777 -2.10108 -4.34607
C -4.54195 -1.54805 -3.75867
O -5.62081 -1.99709 -4.11045
O -4.39485 -0.59699 -2.87770
H -0.37636 -1.82192 -1.10077
H 0.46621 -0.46665 -1.34720
H 0.65310 -0.77276 -3.63241
H 1.00710 -2.38067 -2.95648
H -3.21131 -1.82141 -5.40816
H -3.29370 -3.19521 -4.33949
C -4.30810 3.93749 -2.22701
C -3.25013 3.26327 -1.39399
O -3.26450 2.05237 -1.19885
N -2.30833 4.07078 -0.87095
C -1.13073 3.56883 -0.19749
C -1.12451 3.85080 1.28083
C -0.01330 4.42837 1.88484
C -0.01019 4.60038 3.26149
C -1.12240 4.19410 3.97948
C -2.18975 3.64329 3.28120
N -2.20078 3.47196 1.96856
H -5.04097 3.19482 -2.52942
H -3.85331 4.37286 -3.11803
H -4.79762 4.72863 -1.65812
H -2.28737 5.00878 -1.23170
H -0.23721 3.97888 -0.67145
H -1.09681 2.49246 -0.36208
H 0.83450 4.72745 1.28339
H 0.84085 5.04630 3.76000
H -1.17535 4.30094 5.05429
H -3.07829 3.32074 3.81391
C -3.24998 -3.28656 -0.31854
C -3.96436 -2.07023 0.26788
C -4.52081 -2.42167 1.64966
C -3.03010 -0.86143 0.26808
H -3.88312 -4.17773 -0.33711
H -2.36197 -3.52706 0.28104
H -2.91064 -3.11038 -1.34368
H -4.81585 -1.85677 -0.39272
H -3.69566 -2.65870 2.33098
H -5.19918 -3.27890 1.62976
H -5.05422 -1.57158 2.07996
H -2.17711 -1.08768 0.93150
H -3.52839 0.00193 0.73928
Cl 8.08492 0.09971 5.95605
C 6.68662 -0.68066 5.27941
C 5.44102 -0.09729 5.42164
C 4.34611 -0.73574 4.86333
C 4.45501 -1.93140 4.16038
C 3.26562 -2.62693 3.51700
C 1.86242 -2.08931 3.86708
N 1.37799 -1.02745 3.01198
C 1.57176 0.33596 3.07150
C 0.98260 0.84504 1.95234
N 0.43582 -0.16182 1.20189
C 0.69418 -1.25804 1.85975
O 3.42017 -2.77792 2.11552
C 3.80388 -1.61714 1.34671
C 4.92036 -1.99301 0.42530
C 4.76522 -2.70802 -0.72508
Cl 3.28175 -3.28041 -1.36907
S 6.24069 -3.00641 -1.53526
C 7.11456 -2.16606 -0.32570
C 6.29383 -1.68550 0.64495
C 5.72991 -2.50196 4.07634
Cl 5.97625 -4.04029 3.31414
C 6.84601 -1.88687 4.61896
H 5.33149 0.83628 5.95317
H 3.37338 -0.28437 4.98523
H 3.27941 -3.65441 3.89932
H 1.77563 -1.80279 4.91466
H 1.17315 -2.92093 3.71194
H 2.07609 0.81481 3.89057
H 0.89494 1.88188 1.67183
H 0.40924 -2.25891 1.57304
H 4.13511 -0.80733 1.99977
H 2.94013 -1.25519 0.78677
H 8.18463 -2.06763 -0.39188
H 6.64271 -1.12288 1.49939
H 7.81733 -2.34930 4.53018
Se -0.73342 1.96885 -3.45320
C -1.87150 2.19956 -4.95422
C -1.35480 2.70088 -6.15191
C -2.17797 2.88198 -7.24663
N -3.48051 2.60429 -7.26594
C -3.97526 2.11997 -6.12800
C -3.23980 1.91207 -4.97274
H -0.30354 2.94537 -6.23671
H -1.75454 3.27459 -8.16688
H -5.03229 1.87286 -6.12482
H -3.77734 1.52321 -4.11183
```

Computed properties:
Relative energy (zero: lowest compared OMol25 entry of this formula, charge and spin), kcal/mol: 18.60
E_tot, a.u.: -6413.39541
Net charge: -1
E_HOMO, eV: -4.48

Record 2
Below is a cluster of 2 separate species, C4H11NO6P in total in a non-equilibrium geometry, with properties calculated with ωB97M-V/def2-TZVPD.

Structure (XYZ):
```
23
Properties=species:S:1:pos:R:3
C 2.10437 -1.26390 -0.66823
C 1.52314 -1.34182 0.72417
C -2.59534 -1.18770 -0.25743
C 0.14050 0.55740 1.36205
N -2.65979 0.14146 -0.76091
O -0.29790 1.27449 -1.43498
O 1.18671 2.70353 -0.05578
O -1.28615 2.62895 0.52142
O 1.22189 -1.13941 -1.80696
O -3.31042 -1.60077 0.59139
O 1.38648 -0.07314 1.32384
P -0.13903 1.82486 -0.07540
H 2.72476 -2.15826 -0.69963
H 2.91231 -0.50248 -0.68429
H 2.12557 -1.91294 1.43862
H 0.53417 -1.82133 0.75757
H -1.74853 -1.64144 -0.93420
H -0.73825 -0.14380 1.13537
H 0.95513 3.53680 0.50369
H -3.05795 0.82841 -0.16407
H 0.15538 1.14042 2.34175
H 0.82008 -0.28363 -1.72324
H -1.95715 0.43431 -1.43475
```

Computed properties:
Relative energy (zero: lowest compared OMol25 entry of this formula, charge and spin), kcal/mol: 54.18
E_tot, a.u.: -1006.71107
Net charge: -1
E_HOMO, eV: -5.11

Record 3
Below is a cluster of 13 separate species, C39H72O39 in total in a non-equilibrium geometry, with properties calculated with ωB97M-V/def2-TZVPD.

Structure (XYZ):
```
150
Properties=species:S:1:pos:R:3
C -4.90999 -0.03328 1.85477
C -5.11036 -1.23365 0.98256
O -6.38173 -0.96837 0.39063
C -7.06129 -0.10853 1.14680
O -8.24470 0.00619 1.16000
O -6.24478 0.39000 2.12170
H -4.46600 0.73502 1.20822
H -4.22728 -0.19381 2.68104
H -5.17143 -2.10851 1.63815
H -4.33540 -1.33763 0.22900
C 1.57760 -0.78360 0.02697
C 1.28981 -0.46756 1.48553
O -0.08645 -0.09538 1.42816
C -0.64653 -0.45541 0.28392
O -1.84001 -0.48980 0.06956
O 0.28272 -0.95694 -0.55085
H 2.16487 -1.68237 -0.15522
H 2.19420 -0.01217 -0.44211
H 1.87316 0.36003 1.87380
H 1.38503 -1.35018 2.11492
C 1.83117 1.83976 -4.46728
C 1.02509 1.51752 -3.18048
O 0.21862 2.69452 -2.99812
C 0.40671 3.56197 -4.00944
O -0.26858 4.53196 -4.12803
O 1.30956 3.07969 -4.87363
H 1.79068 1.09786 -5.26204
H 2.86813 1.97932 -4.15371
H 1.75536 1.39998 -2.38632
H 0.33666 0.69117 -3.33757
C 5.86906 -2.71895 2.21541
O 4.44545 -2.75593 2.12745
C 3.78945 -3.52162 2.99261
O 4.27328 -4.10326 3.92572
O 2.49393 -3.32831 2.74796
C 1.50795 -3.90382 3.59661
H 6.17062 -2.79869 3.25390
H 6.21150 -1.77123 1.79653
H 6.30094 -3.42307 1.50365
H 0.67282 -3.20465 3.60924
H 1.89194 -4.03785 4.60703
H 1.15506 -4.86011 3.20693
C 4.81404 -3.72137 -3.35827
O 3.48260 -3.18630 -3.41937
C 3.20403 -2.10898 -2.71114
O 3.98757 -1.41997 -2.12249
O 1.91121 -1.79364 -2.78513
C 1.05500 -2.48378 -3.67305
H 5.07962 -4.08725 -4.34386
H 4.84691 -4.46260 -2.56564
H 5.52040 -2.92516 -3.12350
H 1.45255 -2.37770 -4.68573
H 0.05031 -2.06935 -3.69526
H 0.94856 -3.54953 -3.47226
C -1.50716 -4.92836 -4.86157
O -2.39022 -4.00974 -5.49317
C -2.74544 -2.85538 -4.94418
O -3.40190 -2.05790 -5.54256
O -2.33539 -2.67604 -3.68086
C -2.76499 -1.52097 -2.96369
H -0.46097 -4.64064 -4.97924
H -1.67527 -5.88243 -5.34718
H -1.63150 -5.00026 -3.78549
H -2.88201 -1.87970 -1.94315
H -3.71048 -1.07895 -3.27230
H -2.00151 -0.74565 -2.91125
C -1.98601 2.49555 1.45995
O -3.05524 3.16912 2.09256
C -4.06107 3.65547 1.37967
O -4.09215 3.69410 0.18311
O -5.05116 3.95361 2.22125
C -6.38688 3.80843 1.80262
H -1.39269 2.03551 2.24478
H -1.39066 3.22103 0.90123
H -2.20419 1.67448 0.77591
H -6.97881 3.46143 2.64972
H -6.44996 2.97904 1.09443
H -6.86107 4.70438 1.40494
C -4.81118 0.73568 -6.60195
O -3.90986 1.44731 -5.74881
C -4.07787 1.45239 -4.45096
O -5.02478 1.05961 -3.82203
O -3.02164 2.06367 -3.89132
C -2.90052 2.07773 -2.48232
H -4.73201 1.20247 -7.57534
H -5.81638 0.80184 -6.18157
H -4.58425 -0.32838 -6.60231
H -3.89659 2.18690 -2.05452
H -2.27749 2.90965 -2.16486
H -2.40483 1.19187 -2.07622
C 1.69819 2.76288 0.03900
O 1.13961 3.84476 0.73797
C 1.91556 4.55879 1.54075
O 3.09771 4.37230 1.70201
O 1.18181 5.52491 2.07555
C 1.85249 6.30944 3.05254
H 2.19500 3.14485 -0.85713
H 0.88215 2.09620 -0.23385
H 2.47800 2.18796 0.54736
H 2.67121 6.85356 2.58658
H 2.17184 5.75951 3.93908
H 1.15835 7.03813 3.47155
C 5.68244 0.79075 -0.30645
O 5.75304 2.22416 -0.25864
C 4.98855 2.84436 -1.16186
O 4.32539 2.35669 -2.03177
O 4.97924 4.14790 -0.95465
C 5.87690 4.74886 -0.05485
H 6.55600 0.41176 0.21275
H 5.72121 0.49362 -1.35518
H 4.74375 0.38729 0.07129
H 6.92518 4.67634 -0.35413
H 5.80526 4.42308 0.98226
H 5.72576 5.82666 0.00692
C 3.22838 -5.35086 0.06800
O 2.19650 -4.39608 -0.01702
C 0.94477 -4.81609 -0.18823
O 0.55699 -5.94385 0.00996
O 0.20597 -3.78494 -0.55480
C -1.11742 -4.07694 -0.97776
H 3.19387 -6.15806 -0.66265
H 3.19388 -5.80324 1.06332
H 4.20036 -4.86548 0.00607
H -1.17899 -4.68385 -1.87716
H -1.54185 -3.14111 -1.32336
H -1.74179 -4.50922 -0.20437
C -3.02262 -0.07662 5.24430
O -3.25213 -1.31632 4.60710
C -2.30954 -1.88545 3.86560
O -1.25573 -1.41559 3.56681
O -2.82395 -3.04097 3.44735
C -2.32109 -3.58586 2.24130
H -3.22984 0.78878 4.61165
H -2.00926 0.05979 5.62618
H -3.68756 -0.04968 6.10514
H -2.60947 -2.92468 1.41838
H -2.85958 -4.51236 2.05539
H -1.24206 -3.73046 2.22801
C -1.26242 4.09308 4.92982
O -0.52058 3.04489 4.30584
C 0.78137 3.01415 4.56666
O 1.33490 3.71784 5.37220
O 1.33266 2.01937 3.90123
C 2.71992 1.80539 4.12073
H -0.89514 4.37200 5.91926
H -2.27793 3.71797 4.97519
H -1.13566 5.03731 4.39673
H 3.04362 2.10706 5.11624
H 3.33947 2.38863 3.43600
H 2.92180 0.74514 3.99219
```

Computed properties:
Relative energy (zero: lowest compared OMol25 entry of this formula, charge and spin), kcal/mol: 28.48
E_tot, a.u.: -4463.66000
E_HOMO, eV: -10.20

Record 4
Below is the ion C28H39N4O6 with charge +1 in a non-equilibrium geometry, with properties calculated with ωB97M-V/def2-TZVPD.

Structure (XYZ):
```
77
Properties=species:S:1:pos:R:3
C 0.95554 2.19710 -1.89786
C 0.33702 2.53904 -0.55269
O -0.23257 1.35235 -0.01714
C -0.93248 1.41158 1.13883
C -1.11753 2.54608 1.90775
C -1.86394 2.47165 3.08031
N -2.10076 3.64080 3.92830
C -0.86857 4.21965 4.51543
C -1.25794 5.34035 5.48461
O -2.00797 6.32888 4.82767
C -3.19605 5.80729 4.29086
C -2.89379 4.70659 3.26936
C -2.43910 1.27640 3.51053
O -3.15876 1.36487 4.66624
C -3.72053 0.18165 5.24054
C -2.68187 -0.67899 5.94341
C -2.25397 0.13612 2.74081
C -1.51160 0.18818 1.56920
N -1.30517 -0.91643 0.78159
C -1.65756 -2.21936 1.00622
O -2.27067 -2.61683 1.96861
C -1.19624 -3.11196 -0.14075
N -0.13183 -2.46644 -0.88168
C -0.07482 -2.77758 -2.30078
C 0.92290 -1.81517 -2.96180
N 2.24887 -1.86430 -2.37873
C 3.04843 -2.99665 -2.82476
C 3.33405 -2.88796 -4.30052
C 3.82577 -1.69651 -4.81278
C 4.10794 -1.53653 -6.16606
C 3.88424 -2.61831 -6.98293
C 3.39030 -3.82128 -6.47571
C 3.10349 -3.97898 -5.14212
O 3.25532 -4.72318 -7.49452
C 3.69662 -4.05920 -8.66095
O 4.07190 -2.73818 -8.33235
C 2.16934 -1.70516 -0.94322
C 1.17667 -2.66601 -0.27545
H 0.19404 1.81765 -2.57345
H 1.72817 1.44216 -1.78272
H 1.39739 3.08880 -2.33175
H -0.44463 3.29940 -0.68058
H 1.10313 2.92347 0.13377
H -0.68627 3.48627 1.60749
H -2.67083 3.24988 4.69945
H -0.31269 3.43392 5.02790
H -0.25807 4.62525 3.70685
H -0.36498 5.83518 5.86844
H -1.82604 4.92252 6.33039
H -3.70803 6.64050 3.80799
H -3.83926 5.40835 5.09066
H -3.81419 4.27520 2.87472
H -2.30471 5.11585 2.44678
H -4.44818 0.56392 5.96056
H -4.25173 -0.38724 4.47276
H -3.18014 -1.52210 6.41149
H -1.94499 -1.05994 5.24144
H -2.17061 -0.10566 6.71331
H -2.67501 -0.81387 3.02244
H -0.74575 -0.79782 -0.06792
H -0.92477 -4.09664 0.26699
H -2.06224 -3.25839 -0.79382
H -1.06423 -2.62714 -2.73726
H 0.22634 -3.82163 -2.48016
H 1.00221 -2.03095 -4.02759
H 0.54957 -0.79390 -2.83778
H 2.58065 -3.97064 -2.61498
H 3.99514 -2.95781 -2.27619
H 3.98334 -0.87203 -4.13603
H 4.48972 -0.61050 -6.56101
H 2.72206 -4.91480 -4.76750
H 2.88307 -4.03816 -9.40281
H 4.56099 -4.59437 -9.08533
H 3.16311 -1.83435 -0.51132
H 1.83384 -0.68088 -0.74571
H 1.11184 -2.44552 0.79283
H 1.51808 -3.70757 -0.38980
```

Computed properties:
Relative energy (zero: lowest compared OMol25 entry of this formula, charge and spin), kcal/mol: 4.62
E_tot, a.u.: -1760.57225
SMILES string: CCOc1cc([NH+]2CCOCC2)c(OCC)cc1NC(=O)CN1CCN(Cc2ccc3c(c2)OCO3)CC1
Net charge: +1
E_HOMO, eV: -9.39

Record 5
Below is a structure of composition C24H24IN6O2Y in a non-equilibrium geometry, with properties calculated with ωB97M-V/def2-TZVPD.

Structure (XYZ):
```
58
Properties=species:S:1:pos:R:3
Y 0.04648 0.12488 0.49568
C -1.07368 4.42516 -0.24015
C -1.08132 2.95675 0.00326
N -0.00784 2.27738 0.26481
N 1.20817 2.87929 0.29002
C 2.20672 2.03119 0.49864
O 2.00121 0.76894 0.75342
C 3.56456 2.55712 0.34750
C 4.64664 1.67688 0.41609
C 5.93354 2.14514 0.22357
C 6.14843 3.49230 -0.03306
C 5.07670 4.37560 -0.09205
C 3.78742 3.91536 0.09354
C -2.30802 2.14910 -0.10904
C -3.56345 2.73128 -0.20805
C -4.67999 1.92526 -0.36253
C -4.51120 0.55063 -0.42620
C -3.23380 0.03862 -0.30413
N -2.14777 0.80072 -0.13536
H -0.04703 4.75280 -0.37174
H -1.49942 4.96360 0.61016
H -1.65776 4.67204 -1.12678
H 4.46192 0.63051 0.62171
H 6.77095 1.46252 0.27582
H 7.15488 3.85871 -0.18655
H 5.25033 5.42554 -0.28495
H 2.94724 4.59151 0.05248
H -3.65985 3.80685 -0.16468
H -5.66578 2.36349 -0.44000
H -5.34983 -0.11522 -0.56961
H -3.06723 -1.03152 -0.35328
I 1.52944 -1.26983 -1.90987
C 0.50446 -2.76097 -0.78010
C 0.72384 -4.10634 -0.97749
C -0.04350 -4.99220 -0.23110
C -0.98443 -4.49404 0.65917
C -1.11171 -3.12576 0.79293
N -0.37086 -2.25504 0.08905
H 1.45646 -4.45594 -1.69012
H 0.09168 -6.05880 -0.35027
H -1.60868 -5.15480 1.24312
H -1.82383 -2.69456 1.48637
N -0.04942 -0.47716 2.64042
C 0.23140 -0.62289 3.76482
N 0.54178 -0.78934 4.99710
C -0.24090 -1.63694 5.91962
C -0.72064 -0.77052 7.08084
O 0.36800 -0.11614 7.69284
C 1.02998 0.76201 6.80885
C 1.62697 -0.01649 5.64092
H 0.41938 -2.42107 6.29278
H -1.07694 -2.08749 5.38823
H -1.18458 -1.39658 7.84033
H -1.45847 -0.04058 6.72234
H 1.82219 1.24960 7.37285
H 0.33759 1.52755 6.43447
H 2.36300 -0.72842 6.01687
H 2.09600 0.64217 4.91267
```

Computed properties:
Relative energy (zero: lowest compared OMol25 entry of this formula, charge and spin), kcal/mol: 14.37
E_tot, a.u.: -1743.60972
Net charge: +2
E_HOMO, eV: -13.25

Record 6
Below is a cluster of 2 separate species, C23H25BrN3O3S in total in a non-equilibrium geometry, with properties calculated with ωB97M-V/def2-TZVPD.

Structure (XYZ):
```
56
Properties=species:S:1:pos:R:3
Br -5.27448 3.79941 -2.02579
C -5.77593 1.85357 -2.15109
C -5.40079 0.99115 -0.78751
C -5.47188 1.86318 0.59934
N -5.27765 1.02495 1.85662
C -4.21056 1.54676 2.79294
C -2.71337 0.92023 2.56377
C -2.40807 0.44292 1.00531
C -0.82677 0.13256 0.71094
S 0.10420 1.47865 -0.19305
C -0.65593 3.17145 0.04446
N -0.25289 4.42536 -0.76000
N -0.99066 5.57272 -0.40991
C -1.93358 5.05251 0.67863
O -1.71899 3.60714 0.96258
H -5.13918 1.41127 -3.05572
H -6.92482 1.72270 -2.35315
H -4.37184 0.47479 -1.00021
H -6.20320 0.12952 -0.68970
H -4.70780 2.74979 0.66902
H -6.55265 2.35841 0.65203
H -5.15793 -0.01002 1.64900
H -6.20095 1.08616 2.38255
H -4.54318 1.21623 3.88982
H -4.14538 2.73188 2.84114
H -2.48415 0.04528 3.33965
H -1.89780 1.75337 2.79943
H -2.76046 1.28341 0.27225
H -3.05257 -0.55109 0.85723
H -0.78748 -0.85065 0.05605
H -0.21304 -0.11435 1.69653
H -2.75494 5.71542 1.22793
C 2.74425 -5.46568 0.21340
C 3.96446 -6.01929 -0.17340
C 4.99694 -5.19197 -0.61815
C 4.80466 -3.80683 -0.68798
C 3.57649 -3.25577 -0.32459
C 2.54740 -4.08608 0.13830
C 3.34595 -1.80136 -0.44126
O 2.26855 -1.31607 -0.11888
C 4.42884 -0.94207 -0.95995
C 4.20449 0.43034 -1.13030
C 5.22753 1.25240 -1.60772
C 6.47690 0.70965 -1.90665
C 6.70146 -0.65808 -1.74322
C 5.67193 -1.48697 -1.27810
C 5.90836 -2.93787 -1.14263
O 7.00469 -3.41641 -1.40955
H 1.94267 -6.10950 0.56874
H 4.11354 -7.09576 -0.12688
H 5.94859 -5.63073 -0.91354
H 1.59041 -3.66159 0.43668
H 3.23290 0.86258 -0.89623
H 5.04955 2.31690 -1.74421
H 7.27621 1.35096 -2.27168
H 7.67794 -1.07550 -1.98330
```

Computed properties:
E_tot, a.u.: -4253.11230
Net charge: +1
E_HOMO, eV: -10.88